1.
A structure of composition C52H49N6O2P2S2Ti, computed with ωB97M-V/def2-TZVPD.

Each line ends with the Löwdin charge.
Element x y z (Å)
Ti: 0.032 0.259 0.329  0.337
S: 1.365 1.577 1.335  0.357
S: -1.864 1.411 -0.483  0.308
P: 0.086 -2.500 -1.602  1.202
P: -1.254 3.199 0.518  0.560
O: -2.663 4.061 0.575  -0.395
O: -1.439 2.649 2.062  -0.516
N: 0.216 -0.660 -3.672  -0.035
N: -1.333 -1.516 0.690  0.029
N: 2.487 -3.167 -0.294  -0.034
N: 0.670 0.270 -1.734  -0.008
N: -2.381 -3.054 -0.495  -0.043
N: 1.439 -1.430 0.560  0.015
C: 1.058 4.980 -3.012  -0.082
C: -4.521 -4.883 0.958  -0.043
C: 0.622 1.167 -5.317  -0.200
C: -3.072 0.043 2.847  -0.022
C: -0.137 -1.669 -4.675  0.006
C: -3.160 4.845 -0.517  -0.303
C: -1.290 -2.249 -0.427  -0.432
C: 3.558 0.286 4.972  -0.071
C: -4.023 -0.349 5.024  -0.071
C: 4.422 -3.477 1.281  -0.174
C: -0.492 1.695 -5.963  -0.041
C: -0.403 2.102 -7.286  -0.064
C: 2.276 -0.213 4.785  -0.073
C: -3.341 -2.208 3.659  -0.032
C: -3.617 0.527 4.028  -0.065
C: 0.799 1.981 -7.973  -0.069
C: 2.269 2.921 -1.605  -0.074
C: -4.433 -3.495 0.880  -0.190
C: 1.945 -0.842 3.595  -0.071
C: -5.580 -2.721 1.055  -0.012
C: 3.219 -2.768 0.806  -0.094
C: -0.907 3.508 3.087  -0.327
C: 4.509 -3.869 2.617  -0.018
C: -5.742 -5.493 1.206  -0.068
C: 2.675 4.230 -1.405  -0.064
C: -6.881 -4.718 1.379  -0.070
C: 1.826 1.050 -6.009  -0.018
C: 2.897 -0.983 2.587  -0.248
C: 2.072 5.263 -2.107  -0.070
C: 1.914 1.458 -7.332  -0.064
C: -0.725 2.713 4.367  -0.070
C: 2.765 -4.330 -1.137  -0.001
C: 1.239 2.629 -2.493  -0.167
C: -2.750 -3.940 -1.602  -0.005
C: 0.638 3.672 -3.199  -0.035
C: -2.940 -1.328 2.651  -0.165
C: 2.549 -1.694 1.343  -0.153
C: 6.681 -4.823 2.210  -0.071
C: 0.530 0.660 -3.929  -0.101
C: 5.634 -4.537 3.077  -0.060
C: 4.510 0.151 3.969  -0.063
C: 1.419 -2.349 -0.393  -0.439
C: -3.874 -1.720 4.840  -0.070
C: -2.092 5.628 -1.266  -0.101
C: 4.182 -0.488 2.781  -0.036
C: 6.605 -4.428 0.881  -0.069
C: -6.799 -3.333 1.303  -0.058
C: -2.479 -1.873 1.358  -0.153
C: 0.815 1.234 -2.716  -0.157
C: -3.142 -2.830 0.627  -0.105
C: 5.481 -3.757 0.420  -0.041
C: 0.301 -0.856 -2.343  -0.445
H: -3.228 -3.278 3.518  0.119
H: -1.657 2.621 4.924  0.063
H: -1.597 4.341 3.225  0.114
H: 2.854 1.368 -7.861  0.109
H: 0.947 -1.229 3.441  0.113
H: 4.919 -0.584 1.991  0.124
H: 1.843 -4.669 -1.596  0.065
H: -1.458 6.176 -0.565  0.082
H: 5.445 -3.421 -0.611  0.113
H: -5.505 -1.640 1.002  0.128
H: 2.757 2.117 -1.077  0.076
H: -3.693 4.179 -1.201  0.106
H: 2.697 0.650 -5.499  0.123
H: 0.054 3.908 2.750  0.085
H: -2.560 6.340 -1.948  0.081
H: -2.779 0.732 2.071  0.056
H: -4.179 -2.410 5.618  0.107
H: 3.817 0.784 5.900  0.107
H: 2.388 6.288 -1.950  0.108
H: -3.825 -4.083 -1.587  0.099
H: -2.469 -3.489 -2.548  0.070
H: 5.508 0.546 4.110  0.108
H: 3.692 -3.648 3.294  0.124
H: -3.888 5.523 -0.076  0.114
H: 3.481 -4.086 -1.919  0.097
H: 3.176 -5.126 -0.524  0.103
H: 5.692 -4.836 4.117  0.111
H: -1.084 -2.138 -4.424  0.083
H: -5.803 -6.571 1.275  0.108
H: -2.262 -4.910 -1.512  0.099
H: 7.425 -4.632 0.204  0.109
H: -3.734 1.597 4.156  0.108
H: 0.583 5.780 -3.565  0.110
H: -1.449 4.963 -1.846  0.036
H: -0.180 3.467 -3.875  0.108
H: -1.271 2.517 -7.782  0.110
H: 0.020 3.191 5.008  0.081
H: 3.468 4.440 -0.696  0.110
H: -1.430 1.789 -5.425  0.124
H: -7.834 -5.195 1.574  0.109
H: -7.687 -2.729 1.436  0.111
H: 0.865 2.294 -9.008  0.110
H: -0.233 -1.180 -5.637  0.094
H: -0.369 1.713 4.116  0.057
H: -3.626 -5.488 0.845  0.119
H: 1.532 -0.109 5.567  0.109
H: 7.555 -5.354 2.570  0.109
H: 0.635 -2.432 -4.743  0.095
H: -4.457 0.029 5.941  0.107

The multiplicity is 1. The HOMO energy is -9.80 eV. The calculation puts the energy above the lowest of the compared OMol25 structures with the same formula, charge and spin at 4.0 kcal/mol. The calculation puts the HOMO-LUMO gap at 7.134 eV. Its charge is +1. For the total energy, the calculation gives -131119.572 eV.



2.
A structure of composition C52H50CsN12PS, computed with ωB97M-V/def2-TZVPD.

Each line ends with the Löwdin charge.
Element x y z (Å)
Cs: -0.272 -0.819 0.219  1.036
S: -5.495 -1.415 -2.408  1.073
P: 2.944 -0.697 -0.371  0.955
N: 1.008 3.300 -0.208  0.072
N: -3.812 -4.486 -1.276  0.114
N: -1.719 -2.940 -0.325  -0.112
N: -1.699 3.452 0.679  0.196
N: -0.793 1.824 5.200  0.108
N: -0.520 0.504 2.787  -0.014
N: -0.866 0.245 -2.941  0.122
N: -5.537 -5.185 7.266  0.082
N: -0.431 5.856 0.919  0.040
N: -2.128 -1.627 2.142  0.016
N: -3.346 -0.357 -1.517  0.031
N: -1.988 0.481 -4.846  0.181
C: 5.109 1.948 -2.701  -0.070
C: 3.939 0.721 -0.977  -0.401
C: 0.400 5.417 -1.400  -0.095
C: 1.935 1.645 -4.938  -0.068
C: 5.851 -1.398 2.500  -0.061
C: -3.782 -4.051 -0.021  -0.069
C: -3.236 -0.411 -2.891  -0.332
C: 5.206 -0.891 1.379  -0.092
C: -5.111 -4.787 4.944  -0.009
C: 3.205 -2.051 2.021  -0.112
C: 5.178 -2.238 3.377  -0.067
C: 4.674 -2.527 -1.690  -0.078
C: 3.902 -4.191 -3.252  -0.064
C: -4.305 -0.958 -3.535  -0.340
C: 3.851 -2.566 3.137  -0.072
C: -2.022 0.098 -3.534  -0.284
C: -2.794 -4.148 -2.060  -0.092
C: -3.386 -3.533 2.862  0.056
C: 2.603 -3.735 -3.099  -0.073
C: 3.370 -2.055 -1.531  -0.377
C: 3.876 -1.220 1.123  -0.378
C: -4.483 -0.861 -1.138  -0.465
C: -2.732 -3.280 0.474  -0.229
C: 1.326 1.129 -3.812  -0.020
C: -4.178 -3.799 5.240  -0.161
C: 0.253 1.539 3.105  -0.133
C: 4.937 -3.584 -2.548  -0.056
C: 5.256 3.032 -1.850  -0.071
C: 0.451 3.885 -1.451  -0.345
C: 0.164 2.161 4.340  -0.095
C: -1.752 -3.366 -1.582  -0.126
C: -0.016 0.762 -3.910  -0.239
C: -0.952 3.319 -1.704  -0.103
C: -2.737 -2.789 1.884  -0.210
C: -2.070 5.395 -0.838  -0.094
C: -4.640 -4.243 7.551  -0.116
C: -3.468 -3.053 4.164  -0.105
C: -2.828 -1.842 4.417  0.058
C: -0.702 0.919 -5.118  -0.181
C: 2.342 -2.672 -2.241  -0.112
C: -0.707 6.034 -0.533  -0.334
C: -1.584 0.809 4.871  -0.052
C: -3.945 -3.531 6.584  -0.010
C: -5.758 -5.445 5.979  -0.116
C: -2.158 -1.176 3.401  -0.202
C: 4.456 0.796 -2.268  -0.096
C: -0.097 1.433 -6.261  -0.004
C: 1.232 1.795 -6.147  -0.067
C: -2.015 3.866 -0.749  -0.250
C: 4.748 2.966 -0.557  -0.086
C: 4.088 1.823 -0.129  -0.142
C: -1.406 0.082 3.691  -0.197
H: 0.844 2.954 4.637  0.118
H: -0.934 2.222 -1.678  0.090
H: -2.830 -1.433 5.416  0.103
H: 1.871 1.006 -2.881  0.087
H: -4.467 -4.048 8.604  0.116
H: -4.637 -4.308 0.596  0.125
H: 4.112 -5.021 -3.915  0.113
H: 1.326 -2.311 -2.131  0.051
H: 1.374 5.820 -1.100  0.127
H: -3.786 -4.505 2.609  0.117
H: 4.356 -0.049 -2.940  0.109
H: -0.753 7.098 -0.769  0.143
H: 5.487 -2.072 -1.138  0.109
H: -2.362 5.658 -1.855  0.135
H: 3.320 -3.217 3.821  0.109
H: -4.804 -0.913 -0.102  0.086
H: 1.190 2.314 -0.363  0.049
H: -4.441 -1.136 -4.594  0.087
H: -1.026 2.690 0.678  0.098
H: 2.165 -2.308 1.845  0.076
H: 0.551 5.977 1.129  0.097
H: 2.978 1.938 -4.893  0.098
H: 4.888 3.800 0.123  0.109
H: 5.746 -0.237 0.705  0.106
H: 6.887 -1.141 2.685  0.113
H: -2.523 3.232 1.226  0.161
H: 1.070 3.616 -2.307  0.131
H: -3.213 -2.802 6.907  0.108
H: -2.378 0.578 5.574  0.121
H: 3.715 1.765 0.889  0.104
H: 0.972 1.865 2.357  0.095
H: 5.782 3.919 -2.183  0.111
H: 5.686 -2.633 4.248  0.112
H: -2.768 0.496 -5.479  0.164
H: 1.745 2.200 -7.010  0.111
H: -1.148 4.297 1.101  0.122
H: 5.953 -3.941 -2.665  0.114
H: -2.838 5.800 -0.170  0.129
H: -0.926 -3.074 -2.227  0.102
H: -0.946 6.539 1.463  0.106
H: -1.246 3.592 -2.721  0.141
H: -2.814 -4.506 -3.083  0.122
H: 1.924 3.697 -0.022  0.072
H: -2.979 3.433 -1.010  0.149
H: 0.226 5.762 -2.423  0.133
H: 1.795 -4.207 -3.646  0.106
H: -5.371 -5.044 3.925  0.108
H: -6.491 -6.215 5.762  0.116
H: 5.519 1.987 -3.704  0.113
H: -0.636 1.552 -7.194  0.118

The multiplicity is 1. The HOMO energy is -12.37 eV. The calculation puts the energy above the lowest of the compared OMol25 structures with the same formula, charge and spin at 16.2 kcal/mol. The calculation puts the HOMO-LUMO gap at 7.383 eV. Its charge is +2. For the total energy, the calculation gives -93279.155 eV.



3.
A structure of composition C52H50I2N6O3Ti, computed with ωB97M-V/def2-TZVPD.

Each line ends with the Löwdin spin population.
Element x y z (Å)
I: 2.518 1.111 -4.365  0.000
I: -2.286 -1.580 -6.639  0.000
Ti: 0.622 -0.072 0.068  0.874
O: 3.818 1.789 1.995  0.016
O: 0.781 0.640 -1.695  0.010
O: 0.430 -4.097 1.328  0.004
N: 0.112 -2.201 0.012  0.001
N: 2.481 0.991 0.265  -0.003
N: -1.907 -0.710 2.665  0.007
N: -2.544 0.111 2.003  -0.001
N: -1.737 -0.103 -1.350  0.000
N: 1.504 -0.826 1.699  0.004
C: -0.457 -3.009 -1.047  0.001
C: 3.272 1.745 -0.671  0.000
C: -1.331 -0.734 -4.979  0.001
C: -2.717 -1.682 3.360  0.000
C: -1.716 -3.630 -0.963  0.000
C: -2.764 -3.704 4.670  0.000
C: -1.553 -4.288 -3.290  0.000
C: -1.795 1.260 1.584  0.008
C: -4.064 -1.477 3.653  0.001
C: 2.607 -3.727 -1.444  0.000
C: 0.123 0.261 -2.763  0.002
C: 0.304 -3.160 -2.229  0.000
C: 5.397 -1.024 -1.873  0.000
C: 4.913 -0.228 -0.659  0.000
C: 1.769 -2.744 -2.278  0.001
C: 0.627 0.310 -4.046  0.001
C: 1.563 3.627 -0.854  0.000
C: 4.509 1.185 -1.051  0.000
C: 0.172 2.492 1.820  0.010
C: -3.833 -0.858 -2.226  0.000
C: 2.910 3.005 -1.152  -0.001
C: -2.383 -5.214 0.838  0.000
C: -3.004 -0.393 -1.190  0.002
C: 0.475 -2.886 1.122  0.004
C: 2.956 1.046 1.531  0.006
C: -3.312 -1.049 -3.466  0.002
C: -2.568 2.401 1.771  -0.003
C: -2.070 -2.794 3.886  0.001
C: 3.818 3.723 -1.928  0.000
C: 0.796 3.977 -2.133  0.000
C: -0.392 1.290 1.363  -0.007
C: -4.109 -3.507 4.953  0.001
C: -2.498 -3.768 0.328  0.000
C: 2.861 -0.455 3.596  -0.003
C: -1.951 3.613 2.051  0.011
C: 2.386 -0.077 2.362  0.018
C: -0.082 -0.223 -5.146  0.000
C: -3.991 -3.434 0.231  0.000
C: 1.618 -2.492 3.366  -0.003
C: -2.248 -4.236 -2.100  0.000
C: -4.754 -2.385 4.444  0.000
C: 1.727 4.863 0.034  0.000
C: -1.229 -0.204 -2.614  0.001
C: 5.064 3.211 -2.245  -0.001
C: 1.160 -2.027 2.148  0.016
C: 2.436 -1.670 4.123  0.017
C: -0.573 3.620 2.174  -0.003
C: 5.996 -0.215 0.428  0.000
C: 2.341 -2.698 -3.692  0.000
C: -0.264 -3.782 -3.336  0.000
C: -1.972 -0.686 -3.713  0.000
C: 5.392 1.932 -1.821  0.000
H: 1.247 2.583 1.892  0.000
H: 1.878 -1.757 -1.831  0.001
H: -2.538 4.504 2.239  0.001
H: 1.729 -2.099 -4.368  0.000
H: 2.263 -3.793 -0.414  0.000
H: 4.038 -0.729 -0.256  0.000
H: 5.769 3.795 -2.827  0.000
H: -1.023 -2.955 3.651  0.000
H: 3.544 4.712 -2.281  0.000
H: -3.404 -0.260 -0.192  0.000
H: -4.872 -1.086 -2.024  0.000
H: 0.390 -0.232 -6.120  0.000
H: 2.539 -4.729 -1.880  0.000
H: 0.970 2.894 -0.326  0.000
H: -4.420 -3.433 1.238  0.000
H: -2.248 -4.574 5.059  0.000
H: -3.233 -4.689 -2.040  0.000
H: 3.657 -3.422 -1.441  0.000
H: 6.357 1.511 -2.089  0.000
H: 0.581 3.076 -2.712  0.000
H: -0.063 4.517 2.507  0.000
H: -4.180 -2.456 -0.211  0.000
H: -2.931 -5.322 1.780  0.000
H: 2.227 4.603 0.973  0.000
H: 3.341 -2.267 -3.672  0.000
H: 2.794 -1.999 5.092  0.001
H: 5.489 -2.085 -1.625  0.000
H: -0.157 4.451 -1.876  0.000
H: -1.992 -4.744 -4.171  0.000
H: -1.345 -5.495 1.004  0.000
H: 1.337 -3.487 3.685  0.000
H: -3.646 2.289 1.826  -0.001
H: 0.307 -3.881 -4.251  0.000
H: -3.914 -1.464 -4.264  0.000
H: 6.905 0.264 0.051  0.000
H: -5.799 -2.209 4.670  0.000
H: -4.647 -4.215 5.572  0.000
H: 1.359 4.666 -2.771  0.000
H: 4.703 -0.918 -2.708  0.000
H: -2.053 -3.097 1.055  0.000
H: 2.332 5.623 -0.471  0.000
H: 5.662 0.338 1.308  0.000
H: 2.427 -3.707 -4.108  0.000
H: 0.751 5.301 0.267  0.000
H: -4.546 -0.588 3.271  0.000
H: 6.248 -1.238 0.729  0.000
H: -2.826 -5.899 0.107  0.000
H: -4.526 -4.187 -0.355  0.000
H: 6.381 -0.677 -2.208  0.000
H: 3.566 0.192 4.103  -0.001

The multiplicity is 2. The HOMO energy (spin up / spin down) is -4.51 / -5.55 eV. As for the expectation value of S²: 0.755. The calculation puts the energy above the lowest of the compared OMol25 structures with the same formula, charge and spin at 27.2 kcal/mol. The calculation puts the HOMO-LUMO gap (spin up / spin down) at 6.445 / 7.482 eV. Its charge is -1. For the total energy, the calculation gives -109141.559 eV.